1.
Computed, not measured: C41H57BiNOPS5 as an isolated structure, with ωB97M-V/def2-TZVPD.

Computed properties:
Relative energy (zero: lowest compared OMol25 entry of this formula, charge and spin) = 0.0 kJ/mol
Energy = -116287.103 eV
Kohn-Sham gap = 5.6 eV

Geometry as ORCA input:
```
! wB97M-V def2-TZVPD RIJCOSX def2/J DEFGRID3
* xyz -2 1
Bi -0.94 0.29 1.78
S 2.19 -0.51 2.16
C 2.20 -2.13 2.79
C 3.26 -3.01 2.45
C 3.33 -4.30 2.90
C 2.34 -4.81 3.75
C 1.30 -3.97 4.12
C 1.21 -2.66 3.64
S -0.29 -1.81 4.08
C 0.22 -0.30 4.99
C -0.99 0.59 5.03
C -1.69 0.72 6.19
C -2.87 1.53 6.15
C -3.37 1.96 4.99
C -2.72 1.55 3.69
C -2.87 2.72 2.68
S -2.51 2.35 0.92
C -4.09 1.78 0.31
C -5.14 2.69 0.33
C -6.39 2.37 -0.18
C -6.56 1.11 -0.75
C -5.51 0.21 -0.79
C -4.24 0.51 -0.27
S -2.96 -0.68 -0.37
N -1.33 1.20 3.87
H 4.02 -2.61 1.78
H 4.16 -4.93 2.60
H 2.39 -5.82 4.12
H 0.53 -4.33 4.78
H 1.07 0.12 4.44
H 0.52 -0.58 6.00
H -1.35 0.25 7.10
H -3.38 1.78 7.08
H -4.28 2.53 4.93
H -2.22 3.55 2.96
H -3.91 3.05 2.71
H -4.97 3.68 0.76
H -7.20 3.09 -0.15
H -7.52 0.83 -1.16
H -5.65 -0.77 -1.23
S -3.45 0.03 2.92
C 4.90 0.50 -2.92
C 4.63 -0.97 -2.57
C 3.14 -1.29 -2.67
C 2.38 -0.55 -1.56
C 3.03 0.83 -1.25
C 3.74 1.40 -2.48
P 0.54 -0.26 -1.58
C -0.20 -1.94 -1.80
C 0.03 -2.72 -0.47
C 1.03 -3.86 -0.65
C 0.51 -4.91 -1.64
C -0.34 -4.26 -2.75
C 0.11 -2.83 -3.02
C 0.17 0.77 -3.08
C 0.56 0.30 -4.49
C -0.24 1.06 -5.55
C -1.73 0.69 -5.47
C -2.15 0.36 -4.02
C -1.33 1.17 -3.03
H 5.05 0.60 -4.00
H 5.83 0.83 -2.44
H 4.96 -1.17 -1.54
H 5.22 -1.63 -3.22
H 3.00 -2.37 -2.56
H 2.78 -1.03 -3.66
H 2.48 -1.13 -0.63
H 3.75 0.72 -0.44
H 2.27 1.51 -0.88
H 4.10 2.41 -2.27
H 3.02 1.50 -3.30
H -1.27 -1.72 -1.85
H -0.92 -3.12 -0.11
H 0.40 -2.05 0.31
H 1.25 -4.32 0.32
H 1.98 -3.45 -1.01
H -0.09 -5.65 -1.10
H 1.35 -5.45 -2.08
H -1.39 -4.23 -2.43
H -0.30 -4.87 -3.66
H -0.42 -2.45 -3.89
H 1.18 -2.83 -3.27
H 0.74 1.68 -2.87
H 0.38 -0.77 -4.62
H 1.63 0.46 -4.66
H 0.15 0.86 -6.55
H -0.12 2.13 -5.37
H -1.94 -0.17 -6.12
H -2.34 1.52 -5.84
H -2.00 -0.70 -3.81
H -3.21 0.55 -3.87
H -1.73 1.02 -2.02
H -1.44 2.24 -3.25
C 2.33 3.11 1.41
C 0.91 3.23 1.99
C 0.33 4.58 1.53
C 1.04 3.26 3.51
O 0.06 2.25 1.45
H 2.96 3.90 1.84
H 2.32 3.26 0.33
H 2.77 2.14 1.63
H 0.98 5.41 1.83
H -0.66 4.74 1.95
H 0.23 4.59 0.44
H 1.72 4.08 3.78
H 1.46 2.33 3.88
H 0.08 3.42 4.01
*
```


2.
Computed, not measured: C26H59N9O3P2SSiTeY as an isolated structure in a non-equilibrium geometry, with ωB97M-V/def2-TZVPD.

Computed properties:
Relative energy (zero: lowest compared OMol25 entry of this formula, charge and spin) = 163.9 kJ/mol
Energy = -93103.990 eV
Kohn-Sham gap = 7.2 eV

Geometry as ORCA input:
```
! wB97M-V def2-TZVPD RIJCOSX def2/J DEFGRID3
* xyz 1 1
Y -0.27 0.51 0.16
N -0.34 -0.07 3.00
C -0.05 -1.49 3.23
C -1.17 -2.36 2.65
N -1.52 -1.96 1.29
C -1.56 -3.00 0.28
C -0.21 -3.08 -0.45
N 0.03 -1.82 -1.15
H 0.36 0.49 3.49
H -1.24 0.17 3.42
H 0.07 -1.73 4.30
H 0.89 -1.71 2.72
H -2.04 -2.28 3.31
H -0.84 -3.40 2.68
H -2.45 -1.52 1.32
H -2.33 -2.73 -0.46
H -1.80 -3.98 0.70
H -0.22 -3.94 -1.14
H 0.58 -3.22 0.28
H -0.59 -1.76 -1.96
H 0.99 -1.80 -1.50
C 5.95 -0.45 0.92
N 4.56 -0.43 1.34
C 4.39 -0.52 2.77
P 3.38 -1.14 0.40
O 2.02 -0.80 0.86
O 3.76 -0.59 -1.06
P 2.89 0.30 -2.10
O 1.68 0.92 -1.55
N 4.06 1.41 -2.51
C 3.64 2.72 -2.97
C 5.37 1.02 -2.97
N 2.49 -0.89 -3.21
C 3.45 -1.83 -3.75
C 1.43 -0.57 -4.15
N 3.55 -2.80 0.16
C 4.70 -3.32 -0.54
C 3.12 -3.66 1.24
H 6.46 0.42 1.34
H 6.01 -0.39 -0.16
H 6.47 -1.35 1.27
H 4.87 0.34 3.24
H 4.85 -1.43 3.18
H 3.33 -0.50 3.00
H 2.63 2.90 -2.62
H 3.67 2.79 -4.07
H 4.31 3.48 -2.56
H 5.61 0.02 -2.60
H 6.11 1.72 -2.59
H 5.43 1.01 -4.06
H 4.35 -1.83 -3.13
H 3.73 -1.57 -4.78
H 3.01 -2.83 -3.74
H 0.76 0.17 -3.70
H 0.86 -1.48 -4.37
H 1.82 -0.18 -5.10
H 5.10 -2.57 -1.21
H 4.39 -4.20 -1.12
H 5.49 -3.64 0.15
H 2.33 -3.17 1.80
H 3.95 -3.89 1.92
H 2.75 -4.60 0.83
Te -3.30 0.78 0.31
C -3.59 1.21 2.38
C -2.71 2.00 3.10
C -2.97 2.35 4.41
C -4.12 1.91 5.04
C -5.00 1.10 4.34
C -4.74 0.76 3.02
H -1.81 2.36 2.63
H -2.27 2.99 4.94
H -4.32 2.20 6.06
H -5.90 0.75 4.82
H -5.43 0.14 2.48
C -3.98 0.59 -5.01
N -3.74 1.62 -4.05
C -4.43 2.81 -3.91
C -3.86 3.50 -2.90
N -2.83 2.74 -2.41
C -2.77 1.58 -3.11
S -1.70 0.33 -2.86
H -4.69 0.93 -5.75
H -4.36 -0.31 -4.51
H -3.03 0.33 -5.50
H -5.25 3.07 -4.54
H -4.11 4.45 -2.47
H -2.23 2.95 -1.63
C 0.28 4.03 -2.13
Si 0.71 4.21 -0.27
C 2.59 4.30 0.04
C -0.06 5.88 0.28
C -0.09 2.82 0.74
H 1.09 4.38 -2.76
H -0.59 4.61 -2.40
H 0.09 2.99 -2.40
H 3.08 4.97 -0.66
H 3.06 3.32 -0.05
H 2.80 4.67 1.04
H 0.38 6.72 -0.24
H 0.08 6.04 1.34
H -1.13 5.90 0.08
H -1.12 3.17 0.92
H 0.40 2.84 1.73
*
```


3.
Computed, not measured: a 2-piece molecular cluster, C5H13NOS overall in a non-equilibrium geometry, with ωB97M-V/def2-TZVPD.

Computed properties:
Relative energy (zero: lowest compared OMol25 entry of this formula, charge and spin) = 305.7 kJ/mol
Energy = -19765.933 eV
Kohn-Sham gap = 9.4 eV

Geometry as ORCA input:
```
! wB97M-V def2-TZVPD RIJCOSX def2/J DEFGRID3
* xyz 0 1
C 1.12 1.48 -2.35
C -1.11 -2.23 2.60
C 0.45 -0.38 2.20
C 0.26 1.76 -1.09
C -0.49 -1.21 1.64
N -1.56 1.26 -3.02
O -0.96 -0.60 -1.38
S -1.31 0.80 -1.37
H 1.22 0.41 -2.48
H 0.77 1.96 -3.30
H 2.14 1.96 -2.19
H -2.10 -2.39 2.42
H -0.61 -3.15 2.50
H -1.00 -1.82 3.59
H 1.13 0.26 1.72
H 0.65 -0.47 3.25
H -1.96 2.11 -3.18
H 0.22 2.75 -0.83
H 0.68 1.31 -0.28
H -0.81 -1.13 0.66
H -1.98 0.41 -3.52
*
```